1.
Molecular formula: C14H16
Method: DFT, ωB97M-V/def2-TZVPD

## Properties
ΔE to the lowest compared entry with this formula, charge and spin	31.2	kcal per mole
E_HOMO	-8.82	eV
electronic energy	-543.02317	Eh
maximum force	2.990	eV Å⁻¹
LUMO	0.9	eV

Element x y z (Å)
C1 1.91139 2.02773 1.70083
C2 0.11620 0.87680 2.89313
C3 0.47205 -4.25998 -1.78743
C4 1.34692 0.87838 2.29196
C5 -0.59611 -1.73053 -1.57525
C6 0.20372 -3.52599 -2.95134
C7 -0.23348 3.18510 2.20237
C8 -0.24044 -2.43102 -0.47113
C9 -0.98976 4.47598 2.22982
C10 0.13282 -3.80718 -0.54610
C11 -0.32946 -2.25728 -2.84679
C12 -0.75413 -1.48471 -4.06574
C13 1.08833 3.15452 1.72448
C14 -0.71158 1.98361 2.73748
H1 -0.32491 0.13486 3.60062
H2 1.39599 4.03829 1.15595
H3 -1.01658 5.07124 1.31050
H4 -2.05173 4.28318 2.47487
H5 -0.52633 5.12279 2.94950
H6 2.09797 0.09043 2.52939
H7 -1.71477 -1.90877 -4.40091
H8 -0.74145 -0.64262 -1.56218
H9 0.15286 -4.50487 0.28119
H10 0.03923 -1.47153 -4.82829
H11 0.39705 -3.84040 -4.00573
H12 -0.89531 -0.42668 -3.82038
H13 -0.16030 -1.84800 0.45607
H14 2.88006 1.97304 1.23596
H15 -1.71411 2.09488 3.17975
H16 0.76586 -5.25128 -2.09260

Force components x, y, z for each atom (eV/Å):
-2.4 -0.3 0.6
-1.8 0.0 0.7
-0.8 -0.9 -2.3
2.7 -0.6 1.0
1.5 1.1 -1.3
0.1 1.2 -0.7
1.2 -1.2 -0.4
0.2 -0.7 1.8
-1.1 -0.3 -0.4
0.1 1.0 -0.1
-0.8 -0.1 -0.1
0.3 0.3 0.1
0.3 0.6 -1.6
-0.6 1.9 0.4
1.0 0.0 -1.1
0.3 0.0 0.5
0.3 -0.5 -0.2
0.5 0.2 0.2
0.0 0.4 0.7
-1.0 0.1 -0.5
0.5 0.3 -0.4
-0.4 -0.5 0.4
0.3 0.5 0.3
-0.5 -0.4 -0.1
0.1 -0.3 1.2
-0.2 -0.2 0.1
-0.5 -0.7 0.0
0.1 0.3 0.0
0.4 -0.7 -0.1
0.3 -0.5 1.0



2.
Molecular formula: C6H12S
Method: DFT, ωB97M-V/def2-TZVPD

## Properties
ΔE to the lowest compared entry with this formula, charge and spin	209.6	kcal per mole
E_HOMO (spin up / spin down)	-7.56 / -7.55	eV
electronic energy	-633.65063	Eh
maximum force	2.712	eV Å⁻¹
LUMO (spin up / spin down)	0.2 / 0.2	eV

Element x y z (Å)
S1 -0.29906 0.15956 0.98583
C1 1.45014 -0.02763 0.70693
C2 -2.18381 0.37571 -1.04948
C3 0.86148 -0.34882 -1.66902
C4 -0.41198 1.15152 2.30972
C5 1.64173 -0.88972 -0.51043
C6 -0.88276 0.82110 -0.42606
H1 1.75036 -0.66579 1.46082
H2 -1.93469 0.28768 -2.07661
H3 2.72714 -1.04241 -0.71449
H4 -2.75235 -0.53257 -0.65580
H5 -1.30061 1.62466 2.56884
H6 -0.13573 0.69389 3.24258
H7 1.23502 -1.86803 -0.30105
H8 -2.87648 1.27798 -1.01371
H9 1.07930 0.66435 -2.08998
H10 0.61600 -1.12211 -2.41502
H11 -0.53534 -1.49218 0.92864
H12 1.95165 0.93282 0.71829

Force components x, y, z for each atom (eV/Å):
-0.2 -1.0 -0.7
0.1 -0.2 -1.0
-1.2 1.1 1.4
-1.3 1.8 0.6
0.9 -1.2 0.4
0.0 0.7 -1.0
1.4 -1.5 -1.7
0.9 -0.7 2.4
-0.2 -0.5 -1.0
-0.5 0.3 0.1
1.0 0.9 -0.4
-1.9 0.9 -0.7
1.0 -0.5 0.2
0.0 -0.5 0.2
0.5 -1.1 0.1
0.2 -1.2 0.4
-0.4 0.6 0.3
0.1 2.1 0.6
-0.3 0.1 0.0



3.
Molecular formula: C20H25MoN4O5S3
Method: DFT, ωB97M-V/def2-TZVPD

## Properties
ΔE to the lowest compared entry with this formula, charge and spin	28.5	kcal per mole
E_HOMO (spin up / spin down)	-10.63 / -10.92	eV
net charge	+1
spin multiplicity	3
electronic energy	-2634.69380	Eh
<S²>	2.08
maximum force	3.087	eV Å⁻¹
LUMO (spin up / spin down)	-4.4 / -4.4	eV

Element x y z (Å)
Mo1 -1.00439 0.53551 -1.59766
S1 -1.68957 -1.32621 -1.24685
S2 1.18935 -0.25000 -2.27292
S3 -5.03545 -3.55537 -0.38614
O1 -5.12954 -3.15296 0.98385
O2 -0.30862 -4.46138 2.10282
O3 -5.70112 -2.84565 -1.42275
O4 -0.89848 -1.43414 3.91109
O5 -4.32151 -4.73955 -0.76577
N1 2.71168 -0.67906 0.21364
N2 3.67508 -0.76671 -1.83994
N3 -0.79009 1.90241 -0.25697
N4 -3.22536 1.34174 -1.18470
C1 3.93346 -0.94333 0.71892
C2 -5.18787 1.48308 0.02016
C3 -1.78840 2.68838 0.13522
C4 2.59647 -0.57277 -1.07814
C5 2.67467 4.23842 -3.05609
C6 0.37859 -5.14931 1.09178
C7 3.31987 3.99237 -1.84805
C8 1.34208 2.83855 -1.07915
C9 0.04768 -3.07015 2.26801
C10 -1.20123 -2.42289 2.90063
C11 2.71993 3.18464 -0.87373
C12 4.93508 -0.85313 -1.38689
C13 0.70495 3.11241 -2.27927
C14 -3.05614 2.28541 -0.17991
C15 5.12819 -0.95496 -0.04484
C16 1.38077 3.78324 -3.25862
C17 -0.86893 -0.13892 3.28079
C18 -4.48951 0.80566 -0.97890
C19 0.61499 2.13239 0.07885
C20 -4.30292 2.41062 0.53985
H1 4.28101 4.45704 -1.69642
H2 -1.57562 3.56869 0.69558
H3 0.85600 4.05662 -4.19948
H4 -4.57117 3.16611 1.27567
H5 1.06901 1.13215 0.27233
H6 0.59546 -6.16157 1.43546
H7 -1.76878 -1.94800 2.08802
H8 3.10112 4.84269 -3.83044
H9 -1.80917 -3.23514 3.37015
H10 -0.24733 -5.28772 0.18540
H11 0.29195 -2.57106 1.29832
H12 0.91896 -2.96819 2.88895
H13 -0.34353 2.81068 -2.39473
H14 1.34163 -4.67161 0.82686
H15 -4.88480 -0.05834 -1.55153
H16 3.53714 -0.74210 -2.83641
H17 3.23736 2.93229 0.06285
H18 -0.54838 0.56002 4.06421
H19 -0.17540 -0.17958 2.42185
H20 -1.91606 0.11171 2.98643
H21 6.11635 -1.09128 0.39846
H22 -6.20489 1.33928 0.37522
H23 0.62992 2.69972 1.02413
H24 3.98222 -1.22683 1.77197
H25 5.73325 -0.95393 -2.14117

Force components x, y, z for each atom (eV/Å):
-1.8 -0.6 -1.7
-0.9 -2.3 0.7
2.1 -0.3 1.3
0.1 -1.1 0.0
0.2 -0.1 -1.0
0.3 1.1 0.0
0.0 0.4 0.3
-0.1 -0.1 -1.4
-0.2 0.8 0.6
0.4 -0.3 1.3
1.5 0.2 -0.9
0.8 1.4 1.3
-0.1 -1.5 0.9
0.1 -0.1 -0.3
0.5 0.4 0.6
0.6 -0.7 0.1
-2.1 0.5 -2.2
-0.7 -0.1 0.4
0.2 -0.4 -0.6
0.0 -0.5 0.0
1.5 -0.3 1.5
-1.0 -0.4 -0.7
0.1 -0.2 0.7
-1.4 0.6 -0.6
0.5 -0.6 -0.6
-0.2 -0.4 1.1
-2.6 0.1 -0.3
-0.6 0.1 0.9
-0.2 0.8 -1.7
-0.5 -0.7 0.9
1.3 -0.2 -1.4
-0.1 0.3 -0.1
0.4 0.9 -0.4
0.3 -0.2 0.2
0.1 0.4 0.8
0.5 -0.4 0.7
0.4 -0.3 0.0
-0.2 0.8 0.0
0.1 0.0 0.2
-0.2 -0.2 0.3
0.4 0.2 -0.1
0.5 0.7 -0.3
0.3 0.4 0.3
-0.2 -0.5 0.3
0.4 0.0 0.6
0.3 0.5 -0.2
-0.4 -0.1 0.0
0.6 0.8 0.2
-0.2 0.1 -0.4
-0.4 0.2 -0.4
0.1 0.0 -0.4
-0.3 0.4 0.2
0.8 0.1 -0.2
-0.5 0.0 -0.1
0.3 -0.2 -0.3
0.4 0.0 -0.3
-0.2 0.4 -0.2
-0.6 0.2 0.5